Molecular formula: C38H45F4N9O6
Method: DFT, ωB97M-V/def2-TZVPD

```
102
C38H45F4N9O6, DFT ωB97M-V/def2-TZVPD
O 5.0591 0.4791 0.0304
C 5.3036 -0.4258 0.7311
F 5.2311 -0.3454 2.0752
N 5.7324 -1.7239 0.3138
C 5.0128 -2.8303 0.7579
O 5.4343 -3.9274 0.8613
O 3.6942 -2.4709 1.0487
C 2.7138 -2.9824 0.2258
O 2.9047 -3.6647 -0.7180
O 1.5115 -2.6242 0.6890
C 1.3223 -1.3012 1.2143
C 1.6457 -0.2318 0.1725
O 0.7660 -0.2899 -0.9189
C 1.6249 1.1361 0.8486
F 1.8141 2.1219 -0.0235
F 0.4353 1.3750 1.4539
F 2.5679 1.2280 1.7850
H 6.7056 -1.8583 0.5922
H 1.8702 -1.1701 2.1535
H 0.2523 -1.2394 1.4381
H 2.6628 -0.3331 -0.2257
H -0.0942 0.0850 -0.6771
C -2.0420 -6.1160 2.3637
C -1.4533 -6.7970 1.2617
C -0.5932 -5.9213 0.6523
N -0.6402 -4.7408 1.3403
C -1.5247 -4.8472 2.3766
H -2.7592 -6.5125 3.0626
H -1.6376 -7.8133 0.9567
H 0.0492 -6.0382 -0.2038
H -0.1005 -3.9202 1.1273
H -1.6981 -4.0166 3.0405
C 0.4271 5.4242 3.0126
C 0.9585 4.5759 2.0010
C 1.9039 5.2990 1.3188
N 1.9577 6.5445 1.8777
C 1.0616 6.6327 2.9070
H -0.3333 5.1763 3.7354
H 0.7026 3.5539 1.7937
H 2.5450 5.0263 0.4965
H 2.5685 7.2838 1.5809
H 0.9539 7.5392 3.4766
C 2.9558 -4.2373 -4.3247
C 2.7496 -4.6664 -5.6662
C 2.0934 -5.8672 -5.6153
N 1.8996 -6.1792 -4.2960
C 2.4214 -5.1917 -3.5020
H 3.4400 -3.3315 -4.0009
H 3.0444 -4.1492 -6.5639
H 1.7408 -6.5171 -6.3976
H 1.4384 -7.0055 -3.9608
H 2.3677 -5.2481 -2.4300
C 2.1502 -3.3815 5.9771
C 0.8955 -3.6590 6.5856
C 0.1897 -4.4535 5.7205
N 0.9672 -4.6653 4.6178
C 2.1628 -4.0183 4.7636
H 2.9508 -2.7875 6.3854
H 0.5529 -3.3169 7.5478
H -0.7939 -4.8844 5.7958
H 0.6925 -5.2080 3.8162
H 2.9194 -4.0690 3.9985
C -4.5613 3.4260 1.9604
C -4.5401 4.0794 0.6965
C -3.2470 4.4669 0.4614
N -2.4903 4.0748 1.5298
C -3.2790 3.4409 2.4470
H -5.4168 2.9938 2.4530
H -5.3771 4.2485 0.0397
H -2.8056 4.9868 -0.3717
H -1.5010 4.2317 1.6247
H -2.8664 3.0545 3.3635
C 3.2995 5.5406 -4.1071
C 3.2623 4.2616 -3.4866
C 2.4676 4.3690 -2.3773
N 2.0210 5.6614 -2.3064
C 2.5247 6.3822 -3.3552
H 3.8303 5.8090 -5.0050
H 3.7582 3.3654 -3.8197
H 2.1903 3.6434 -1.6358
H 1.4097 6.0222 -1.5963
H 2.2855 7.4241 -3.4806
C -7.9728 7.9405 0.4013
C -6.7041 8.3121 -0.1222
C -5.7628 7.5385 0.5047
N -6.4114 6.7189 1.3839
C -7.7565 6.9554 1.3287
H -8.9315 8.3480 0.1275
H -6.5069 9.0587 -0.8732
H -4.6924 7.4978 0.3986
H -5.9597 6.0392 1.9706
H -8.4438 6.4050 1.9479
C -3.3162 -5.7767 -4.6319
C -3.1628 -5.1159 -5.8812
C -1.8596 -4.7004 -5.9648
N -1.2230 -5.0849 -4.8196
C -2.1005 -5.7389 -4.0006
H -4.2145 -6.2249 -4.2416
H -3.9216 -4.9628 -6.6303
H -1.3338 -4.1679 -6.7385
H -0.2545 -4.9085 -4.6093
H -1.7910 -6.1186 -3.0414
```

Values from the calculation:
- SMILES = O=C(F)NC(=O)OC(=O)OC[C@@H](O)C(F)(F)F.c1cc[nH]c1.c1cc[nH]c1.c1cc[nH]c1.c1cc[nH]c1.c1cc[nH]c1.c1cc[nH]c1.c1cc[nH]c1.c1cc[nH]c1
- M (g/mol) = 799.83
- HOMO energy (Ha) = -0.2969
- strongest force on any atom (Eh/bohr) = 0.02093
- 2S+1 = 1
- energy relative to the best compared isomer or geometry (same formula, charge and spin) (eV) = 0.000

=====

Molecular formula: C38H45N16SZr
Method: DFT, ωB97M-V/def2-TZVPD

```
101
C38H45N16SZr, DFT ωB97M-V/def2-TZVPD
Zr 0.0759 -0.1239 0.6536
C -2.7751 -3.4890 0.5713
C -2.1887 -2.1223 0.4883
N -1.0150 -1.8937 -0.0096
N -0.3507 -2.9544 -0.5434
C 0.5238 -2.6017 -1.4598
N 1.1883 -3.5700 -2.0960
S 0.8861 -0.9499 -1.8284
C -2.9607 -0.9273 0.8413
C -4.3345 -1.0171 1.0230
C -5.0823 0.1316 1.2176
C -4.4172 1.3471 1.2506
C -3.0475 1.3528 1.0895
N -2.2996 0.2605 0.8778
H -3.4951 -3.6558 -0.2338
H -1.9832 -4.2231 0.4582
H -3.2917 -3.6334 1.5207
H 0.8616 -4.5225 -2.0272
H 1.7770 -3.3304 -2.8760
H -4.8193 -1.9818 0.9846
H -6.1570 0.0819 1.3315
H -4.9469 2.2765 1.4048
H -2.5399 2.3056 1.1553
C -1.2965 2.0223 -5.4848
C -1.5537 1.2089 -4.3808
N -1.2622 1.6105 -3.1524
C -0.6915 2.8113 -3.0105
C -0.3917 3.5928 -4.1129
N -0.7055 3.1952 -5.3422
C -0.4863 3.2093 -1.5508
C 0.0103 4.5985 -1.2929
C 0.7550 5.0663 -0.2718
C 1.2786 4.3265 0.8788
C 0.9699 3.1114 1.3445
N 0.0433 2.2238 0.6655
C 1.4957 2.5244 2.5765
C 2.3194 3.2038 3.4811
N 2.8242 2.6130 4.5478
C 2.4926 1.3469 4.7669
C 1.6253 0.6828 3.9140
N 1.1288 1.2568 2.8173
C 1.0621 6.5279 -0.2635
C 1.3903 7.2029 -1.4363
C 1.5944 8.5754 -1.3853
N 1.4947 9.2720 -0.2619
C 1.2042 8.6360 0.8620
C 0.9858 7.2639 0.9149
H -1.5717 1.7268 -6.4896
H -1.9968 0.2257 -4.4792
H 0.1189 4.5468 -4.0368
H -0.3631 5.3273 -2.0020
H 2.0053 4.8919 1.4500
H 2.5747 4.2490 3.3543
H 2.9265 0.8686 5.6360
H 1.3248 -0.3373 4.1088
H 1.5151 6.6745 -2.3734
H 1.8503 9.1362 -2.2768
H 1.1352 9.2450 1.7560
H 0.7298 6.8003 1.8604
C 1.3356 -4.7169 2.0909
N 0.4391 -3.8268 2.8225
C -0.5484 -4.4276 3.7257
C -1.3874 -3.2323 4.1749
N -0.9553 -2.1676 3.2629
C -1.2808 -0.8086 3.6558
C 0.2019 -2.5319 2.6282
N 0.8883 -1.6286 1.9309
C 2.2186 -1.9333 1.3698
C 3.0032 -0.6323 1.1211
N 2.1447 0.3662 0.4688
C 2.5753 1.2163 -0.4387
N 3.7960 1.4214 -0.9305
C 5.0988 0.9639 -0.4623
C 3.7767 2.3977 -2.0243
C 2.2906 2.5660 -2.3167
N 1.6896 2.0791 -1.0667
C 0.2715 2.1106 -0.8057
H 0.8840 -5.7066 2.0739
H 2.3055 -4.8012 2.5806
H 1.4571 -4.3865 1.0637
H -0.0515 -4.9278 4.5553
H -1.1381 -5.1695 3.1845
H -1.1699 -2.9510 5.2085
H -2.4595 -3.4019 4.0857
H -2.3644 -0.7053 3.7041
H -0.8879 -0.0903 2.9310
H -0.8738 -0.5665 4.6415
H 2.1289 -2.4532 0.4164
H 2.7986 -2.5557 2.0498
H 3.8595 -0.9015 0.5090
H 3.3645 -0.2426 2.0755
H 5.1212 0.8364 0.6161
H 5.8285 1.7303 -0.7171
H 5.4029 0.0386 -0.9531
H 4.3286 2.0110 -2.8788
H 4.2434 3.3295 -1.6959
H 1.9736 1.9499 -3.1616
H 2.0282 3.6024 -2.5047
H -1.5111 3.1687 -1.1542
H -0.8794 2.6173 0.8056
H -0.2264 1.1598 -1.1304
```

Values from the calculation:
- M (g/mol) = 849.18
- HOMO energy (Ha) = -0.5592
- strongest force on any atom (Eh/bohr) = 0.02267
- total charge = +3
- 2S+1 = 1
- energy relative to the best compared isomer or geometry (same formula, charge and spin) (eV) = 1.799

=====

Molecular formula: C38H45N8O2S3Ti
Method: DFT, ωB97M-V/def2-TZVPD

```
97
C38H45N8O2S3Ti, DFT ωB97M-V/def2-TZVPD
Ti 0.0218 -0.6522 -1.5035
C 2.6096 1.9776 -2.2818
C 3.9738 1.7377 -1.6465
S 4.2241 0.0308 -1.0966
C 4.8301 0.2812 0.5920
C 3.9352 1.0754 1.5406
S 2.2945 0.3346 1.7415
C 1.1413 1.6973 1.4398
C 1.2697 2.4497 0.1259
S 1.1337 1.4256 -1.3710
H 2.5440 1.4701 -3.2437
H 2.4756 3.0417 -2.4838
H 4.1222 2.3972 -0.7932
H 4.7418 2.0004 -2.3753
H 5.8178 0.7436 0.5577
H 4.9653 -0.7338 0.9717
H 3.8203 2.1077 1.2145
H 4.4177 1.1132 2.5183
H 1.1916 2.4149 2.2610
H 0.1641 1.2094 1.4985
H 2.2234 2.9741 0.0738
H 0.4886 3.2120 0.0815
C 2.3792 -3.9086 2.4761
N 2.1060 -3.3119 1.1603
C 1.1069 -2.5260 0.7918
N 1.2403 -2.1972 -0.4906
C 2.3986 -2.8276 -0.8496
N 2.9490 -3.5083 0.1189
C 2.6302 -2.8637 3.5323
C 3.9255 -2.5808 3.9471
C 4.1614 -1.5750 4.8771
C 3.1111 -0.8172 5.3655
C 1.8146 -1.0866 4.9364
C 1.5745 -2.1293 4.0531
C 0.7277 -0.1933 5.3291
N 0.7098 0.7248 6.2271
N -0.5195 1.3702 6.1038
C -1.1391 0.7887 5.1418
O -0.4166 -0.2269 4.5969
C -2.4195 1.1227 4.5200
C -3.0873 2.2977 4.8575
C -4.2423 2.6388 4.1754
C -4.7207 1.8346 3.1463
C -4.0655 0.6555 2.8199
C -4.5736 -0.2465 1.7200
N -3.4589 -0.8000 0.9476
C -2.3294 -0.2060 0.5774
N -1.5254 -1.0954 0.0062
C -2.2624 -2.2487 0.0414
N -3.4308 -2.1075 0.6061
C -2.9263 0.2960 3.5273
H 3.2544 -4.5343 2.3226
H 1.5378 -4.5516 2.7347
H 0.3148 -2.2081 1.4464
H 2.8308 -2.7670 -1.8335
H 4.7544 -3.1526 3.5474
H 5.1710 -1.3732 5.2087
H 3.2827 -0.0046 6.0584
H 0.5558 -2.3462 3.7538
H -2.6869 2.9364 5.6330
H -4.7643 3.5516 4.4284
H -5.6072 2.1314 2.5990
H -5.2534 0.2768 1.0484
H -5.0956 -1.1120 2.1257
H -2.1086 0.8345 0.7441
H -1.9183 -3.1940 -0.3472
H -2.4087 -0.6265 3.2958
C -4.0034 0.8651 -2.5028
C -3.1233 1.9518 -3.1280
C -2.3296 2.7012 -2.0560
C -2.2724 1.4114 -4.2627
C -2.4634 1.9078 -5.5471
C -1.7541 1.4128 -6.6287
C -0.8552 0.3805 -6.4317
C -0.6283 -0.1584 -5.1679
C 0.2635 -1.3805 -5.0608
C 1.3324 -1.3566 -3.9562
C -0.5913 -2.6456 -4.9280
C -1.3269 0.3890 -4.0827
O -1.0960 -0.0499 -2.8255
H -4.6377 1.2961 -1.7230
H -3.3927 0.0748 -2.0618
H -4.6537 0.4083 -3.2495
H -3.7958 2.6797 -3.5902
H -1.6807 2.0205 -1.5037
H -3.0154 3.1831 -1.3543
H -1.6984 3.4741 -2.4970
H -3.1899 2.6984 -5.6960
H -1.9133 1.8176 -7.6191
H -0.3167 -0.0344 -7.2763
H 0.7997 -1.4431 -6.0101
H 0.9100 -1.8458 -3.0612
H 1.6870 -0.3549 -3.7225
H 2.1985 -1.9583 -4.2339
H -1.1909 -2.6026 -4.0143
H 0.0323 -3.5418 -4.8898
H -1.2771 -2.7417 -5.7689
```

Values from the calculation:
- M (g/mol) = 789.90
- HOMO energy (spin up / spin down) (Ha) = -0.3318 / -0.3319
- strongest force on any atom (Eh/bohr) = 0.01268
- total charge = +1
- 2S+1 = 1
- energy relative to the best compared isomer or geometry (same formula, charge and spin) (eV) = 1.629